i | Below is a structure of composition C32H40N4O9P2SSc, with properties calculated with ωB97M-V/def2-TZVPD.

XYZ file:
```
89
Properties=species:S:1:pos:R:3
Sc 1.204 0.178 -0.358
C 1.024 2.427 -1.777
C 2.059 2.551 -0.816
C 3.071 1.621 -1.151
C 2.667 0.936 -2.327
C 1.414 1.441 -2.710
C 0.675 1.163 -3.980
C 3.513 -0.025 -3.103
C 4.412 1.501 -0.496
C 2.196 3.582 0.267
C -0.172 3.308 -2.004
H 0.829 1.986 -4.689
H -0.401 1.080 -3.813
H 1.000 0.239 -4.450
H 4.225 0.513 -3.738
H 2.902 -0.661 -3.745
H 4.080 -0.675 -2.437
H 5.178 2.030 -1.075
H 4.720 0.456 -0.413
H 4.397 1.910 0.514
H 3.077 4.206 0.089
H 2.317 3.123 1.253
H 1.336 4.252 0.309
H -0.178 3.667 -3.037
H -0.160 4.193 -1.365
H -1.122 2.788 -1.842
N 0.684 -3.743 -1.744
C -0.668 -3.136 -1.464
C -1.740 -4.137 -1.879
P -0.722 -1.610 -2.515
O -2.275 -1.515 -2.958
O -0.484 -0.397 -1.650
O 0.147 -1.953 -3.672
P -0.780 -2.706 0.315
O -0.260 -4.110 0.962
O -2.197 -2.496 0.703
O 0.273 -1.663 0.568
H 0.624 -4.757 -1.695
H 1.508 -3.473 -1.086
H 0.928 -3.450 -2.705
H -1.686 -4.346 -2.950
H -2.723 -3.733 -1.653
H -1.615 -5.069 -1.321
H -2.625 -0.665 -2.666
H -0.945 -4.429 1.559
O 2.764 -3.437 -0.192
C 2.992 -2.248 0.108
O 2.616 -1.277 -0.626
C 3.817 -1.943 1.320
C 4.826 -2.862 1.613
C 5.705 -2.669 2.661
C 5.554 -1.533 3.451
C 4.542 -0.632 3.190
C 3.638 -0.803 2.126
S 2.345 0.374 1.997
H 4.903 -3.739 0.983
H 6.490 -3.387 2.862
H 6.228 -1.353 4.281
H 4.416 0.241 3.819
C -4.240 1.449 -2.017
C -4.474 1.177 -0.555
C -5.206 2.048 0.244
C -5.336 1.827 1.609
C -4.756 0.707 2.187
N -4.791 0.546 3.602
C -3.819 -0.047 4.386
O -4.113 -0.627 5.418
N -2.507 0.074 3.990
C -1.949 0.948 3.032
C -2.335 2.275 2.949
C -1.798 3.050 1.938
C -0.889 2.478 1.069
N -0.482 1.212 1.164
C -1.000 0.465 2.139
C -4.092 -0.212 1.387
C -3.932 0.039 0.038
H -4.676 2.400 -2.324
H -4.676 0.666 -2.642
H -3.168 1.500 -2.230
H -5.645 2.937 -0.195
H -5.848 2.548 2.236
H -5.697 0.463 4.036
H -1.888 -0.548 4.485
H -3.056 2.675 3.650
H -2.076 4.088 1.821
H -0.455 3.056 0.273
H -0.647 -0.555 2.200
H -3.637 -1.100 1.805
H -3.354 -0.673 -0.539
```

Properties
- gap between HOMO and LUMO (eV) = 6.8
- charge = -1
- E_LUMO (eV) = 2.459
- HOMO level (eV) = -4.3

=====

ii | Below is a structure of composition C32H40N4O9P2SSc, with properties calculated with ωB97M-V/def2-TZVPD.

XYZ file:
```
89
Properties=species:S:1:pos:R:3
Sc -0.267 -0.678 -0.019
C 2.322 -1.412 2.078
C 1.183 -0.920 2.740
C 0.067 -1.675 2.335
C 0.525 -2.648 1.393
C 1.920 -2.473 1.237
C 2.778 -3.293 0.326
C -0.250 -3.882 1.015
C -1.215 -1.808 3.113
C 1.176 0.265 3.653
C 3.699 -0.843 2.266
H 2.874 -4.327 0.675
H 3.789 -2.890 0.240
H 2.357 -3.328 -0.682
H -0.254 -4.610 1.836
H 0.180 -4.371 0.140
H -1.291 -3.672 0.765
H -1.066 -2.442 3.995
H -2.013 -2.249 2.517
H -1.599 -0.847 3.464
H 0.219 0.363 4.171
H 1.354 1.195 3.102
H 1.948 0.194 4.425
H 4.011 -0.898 3.313
H 3.761 0.212 1.978
H 4.449 -1.384 1.684
N -1.999 2.406 1.936
C -2.097 2.280 0.415
C -2.897 3.440 -0.142
P -3.057 0.672 0.244
O -4.081 1.013 1.513
O -3.926 0.503 -0.927
O -2.143 -0.409 0.806
P -0.272 2.397 -0.011
O 0.004 3.665 1.028
O 0.234 2.853 -1.313
O 0.265 1.181 0.740
H -2.926 2.233 2.336
H -1.616 3.326 2.160
H -1.338 1.692 2.273
H -3.910 3.454 0.266
H -2.955 3.299 -1.222
H -2.403 4.392 0.066
H -4.967 0.787 1.213
H 0.573 4.279 0.556
O -2.023 1.767 -3.002
C -1.648 0.658 -2.657
O -1.164 0.435 -1.466
C -1.650 -0.498 -3.625
C -2.196 -0.192 -4.878
C -2.271 -1.120 -5.894
C -1.792 -2.405 -5.656
C -1.260 -2.726 -4.428
C -1.166 -1.797 -3.373
S -0.429 -2.437 -1.909
H -2.559 0.816 -5.016
H -2.700 -0.853 -6.852
H -1.837 -3.161 -6.431
H -0.904 -3.732 -4.241
C 3.736 -5.036 -3.588
C 3.698 -3.698 -4.269
C 4.812 -3.177 -4.912
C 4.782 -1.917 -5.489
C 3.619 -1.158 -5.461
N 3.664 0.138 -6.024
C 2.848 1.235 -5.818
O 2.701 2.064 -6.698
N 2.213 1.349 -4.606
C 2.603 0.826 -3.354
C 3.917 0.718 -2.939
C 4.151 0.161 -1.693
C 3.082 -0.246 -0.912
N 1.813 -0.147 -1.308
C 1.598 0.377 -2.510
C 2.477 -1.689 -4.869
C 2.532 -2.931 -4.262
H 4.699 -5.526 -3.735
H 2.959 -5.698 -3.972
H 3.571 -4.933 -2.517
H 5.731 -3.750 -4.941
H 5.675 -1.507 -5.946
H 4.206 0.241 -6.868
H 1.465 2.026 -4.601
H 4.730 1.047 -3.572
H 5.159 0.043 -1.319
H 3.234 -0.676 0.061
H 0.576 0.433 -2.845
H 1.547 -1.134 -4.858
H 1.644 -3.296 -3.757
```

Properties
- gap between HOMO and LUMO (eV) = 6.5
- charge = -1
- E_LUMO (eV) = 2.099
- HOMO level (eV) = -4.4

=====

iii | Below is a structure of composition C32H40N4O9P2SSc, with properties calculated with ωB97M-V/def2-TZVPD.

XYZ file:
```
89
Properties=species:S:1:pos:R:3
Sc 1.497 -0.791 -0.122
C 0.419 -0.924 2.776
C 1.072 -2.123 2.410
C 2.387 -1.798 2.009
C 2.536 -0.383 2.122
C 1.319 0.140 2.601
C 1.024 1.571 2.927
C 3.804 0.395 1.888
C 3.491 -2.786 1.773
C 0.563 -3.525 2.571
C -0.961 -0.753 3.338
H 1.626 2.257 2.335
H 1.218 1.788 3.984
H -0.027 1.805 2.730
H 3.583 1.433 1.629
H 4.383 -0.020 1.062
H 4.446 0.403 2.777
H 4.308 -2.340 1.207
H 3.135 -3.644 1.198
H 3.896 -3.157 2.723
H 0.626 -4.083 1.633
H -0.478 -3.543 2.905
H 1.147 -4.069 3.320
H -1.597 -0.129 2.699
H -0.925 -0.269 4.320
H -1.472 -1.708 3.472
N 2.897 3.542 -2.174
C 1.642 2.689 -2.271
C 0.711 3.177 -3.360
P 2.338 0.991 -2.408
O 2.929 0.940 -3.891
O 1.227 -0.011 -2.219
O 3.425 1.082 -1.374
P 0.984 2.765 -0.506
O -0.548 3.232 -0.768
O 1.777 3.863 0.117
O 0.918 1.387 0.075
H 3.215 3.885 -3.076
H 3.592 2.869 -1.760
H 2.724 4.273 -1.463
H 1.214 3.171 -4.330
H 0.323 4.175 -3.149
H -0.138 2.499 -3.427
H 3.472 0.111 -3.896
H -1.108 2.900 -0.052
O 4.036 -1.402 -3.000
C 3.299 -2.045 -2.239
O 3.093 -1.749 -1.004
C 2.610 -3.271 -2.765
C 3.199 -3.893 -3.868
C 2.672 -5.039 -4.429
C 1.506 -5.569 -3.882
C 0.901 -4.953 -2.806
C 1.427 -3.791 -2.210
S 0.496 -3.118 -0.883
H 4.096 -3.438 -4.269
H 3.153 -5.511 -5.277
H 1.062 -6.465 -4.302
H -0.016 -5.357 -2.394
C -2.696 2.729 4.220
C -3.403 2.503 2.911
C -4.549 1.720 2.833
C -5.179 1.487 1.618
C -4.681 2.049 0.453
N -5.344 1.805 -0.777
C -4.756 1.680 -2.020
O -5.317 2.068 -3.030
N -3.514 1.096 -2.053
C -2.982 0.142 -1.145
C -3.763 -0.824 -0.528
C -3.145 -1.728 0.313
C -1.775 -1.651 0.499
N -1.020 -0.725 -0.087
C -1.618 0.146 -0.897
C -3.556 2.863 0.518
C -2.924 3.075 1.732
H -3.259 2.300 5.048
H -2.559 3.794 4.413
H -1.708 2.266 4.211
H -4.946 1.264 3.734
H -6.050 0.844 1.567
H -6.312 2.073 -0.838
H -3.075 1.156 -2.958
H -4.829 -0.864 -0.713
H -3.709 -2.504 0.812
H -1.257 -2.358 1.129
H -0.978 0.864 -1.388
H -3.192 3.332 -0.389
H -2.049 3.715 1.784
```

Properties
- gap between HOMO and LUMO (eV) = 6.4
- charge = -1
- E_LUMO (eV) = 2.296
- HOMO level (eV) = -4.1

=====

Least stable: ii

=====

i | Below is a cluster of 2 separate species, C5H14NO in total, with properties calculated with ωB97M-V/def2-TZVPD.

XYZ file:
```
21
Properties=species:S:1:pos:R:3
C 0.891 -1.965 -1.296
C 0.344 -0.762 -2.015
C 0.890 0.643 -1.725
C 0.701 0.855 -0.271
C -0.523 1.210 0.165
N -0.751 1.549 1.576
H 0.269 -2.363 -0.470
H 0.801 -2.814 -2.002
H 1.915 -1.823 -0.933
H 0.438 -0.884 -3.134
H -0.756 -0.822 -1.918
H 1.960 0.766 -1.952
H 0.406 1.373 -2.395
H 1.595 0.751 0.327
H -1.389 1.380 -0.447
H -1.295 0.870 2.162
H 0.129 1.669 2.099
H -1.110 2.507 1.687
H -0.936 -1.730 2.137
H -1.504 -1.362 3.559
O -1.147 -1.007 2.733
```

Properties
- expectation value of S² = 0.76
- gap between HOMO and LUMO (alpha / beta) (eV) = 10.9 / 5.7
- charge = +2
- E_LUMO (alpha / beta) (eV) = -8.602 / -13.737
- HOMO level (alpha / beta) (eV) = -19.5 / -19.5
- spin multiplicity = 2

=====

ii | Below is a cluster of 2 separate species, C5H14NO in total, with properties calculated with ωB97M-V/def2-TZVPD.

XYZ file:
```
21
Properties=species:S:1:pos:R:3
C -1.925 1.254 -1.863
C -1.726 0.325 -0.702
C -0.344 0.503 0.085
C 0.827 -0.272 -0.509
C 1.164 -2.170 1.014
N 0.586 -1.647 0.016
H -3.043 1.314 -1.815
H -1.611 2.280 -1.688
H -1.612 0.812 -2.797
H -2.538 0.543 0.023
H -1.937 -0.699 -1.009
H -0.006 1.554 -0.002
H -0.569 0.221 1.143
H 1.009 -0.260 -1.562
H 1.738 0.252 -0.013
H 1.110 -3.244 1.230
H 1.951 -1.756 1.615
H -0.138 -2.076 -0.574
H 2.259 1.501 1.830
H 2.774 0.736 3.097
O 2.030 0.829 2.481
```

Properties
- expectation value of S² = 0.75
- gap between HOMO and LUMO (alpha / beta) (eV) = 9.9 / 4.2
- charge = +2
- E_LUMO (alpha / beta) (eV) = -8.850 / -14.432
- HOMO level (alpha / beta) (eV) = -18.7 / -18.7
- spin multiplicity = 2

=====

Least stable: ii

=====

i | Below is a cluster of 2 separate species, C2H2BrCl3 in total, with properties calculated with ωB97M-V/def2-TZVPD.

XYZ file:
```
8
Properties=species:S:1:pos:R:3
C 1.024 0.336 -0.217
C -0.145 0.450 0.549
Cl 1.924 1.807 0.086
Cl 1.828 -1.191 0.503
Cl -3.753 -2.562 -0.949
Br -1.804 0.311 -0.204
H 1.021 0.360 -1.334
H -0.096 0.488 1.567
```

Properties
- gap between HOMO and LUMO (alpha / beta) (eV) = 4.1 / 4.1
- E_LUMO (alpha / beta) (eV) = -4.134 / -4.134
- HOMO level (alpha / beta) (eV) = -8.2 / -8.2

=====

ii | Below is a cluster of 2 separate species, C2H2BrCl3 in total, with properties calculated with ωB97M-V/def2-TZVPD.

XYZ file:
```
8
Properties=species:S:1:pos:R:3
C -0.966 0.280 -0.313
C -0.184 -0.483 0.584
Cl -2.740 -0.507 -0.403
Cl -1.432 1.866 0.166
Cl 4.651 0.175 -0.287
Br 1.405 -1.278 0.007
H -0.565 0.326 -1.440
H -0.169 -0.378 1.686
```

Properties
- gap between HOMO and LUMO (alpha / beta) (eV) = 3.9 / 3.9
- E_LUMO (alpha / beta) (eV) = -4.627 / -4.626
- HOMO level (alpha / beta) (eV) = -8.6 / -8.6

=====

Least stable: ii

=====

i | Below is a structure of composition C2H2I4, with properties calculated with ωB97M-V/def2-TZVPD.

XYZ file:
```
8
Properties=species:S:1:pos:R:3
C 1.682 -0.156 -0.769
C -1.557 -0.203 0.801
I 2.841 -1.346 0.484
I 1.913 1.887 -0.631
I -2.188 -1.376 -0.803
I -1.532 1.916 0.564
H 0.873 -0.441 -1.444
H -2.032 -0.281 1.797
```

Properties
- gap between HOMO and LUMO (alpha / beta) (eV) = 7.9 / 6.6
- E_LUMO (alpha / beta) (eV) = -0.636 / -1.328
- HOMO level (alpha / beta) (eV) = -8.5 / -8.0

=====

ii | Below is the molecule C2H2I4, with properties calculated with ωB97M-V/def2-TZVPD.

XYZ file:
```
8
Properties=species:S:1:pos:R:3
C 0.150 0.371 0.422
C 1.037 -0.323 -0.287
I -1.924 0.022 0.004
I -1.962 -2.826 -0.038
I -1.859 2.878 -0.030
I 3.174 -0.162 -0.106
H 0.397 0.969 1.274
H 0.987 -0.928 -1.239
```

Properties
- gap between HOMO and LUMO (eV) = 7.1
- E_LUMO (eV) = -1.946
- HOMO level (eV) = -9.0

=====

iii | Below is a structure of composition C2H2I4, with properties calculated with ωB97M-V/def2-TZVPD.

XYZ file:
```
8
Properties=species:S:1:pos:R:3
C -1.260 0.209 0.496
C 1.222 -0.282 -0.230
I -1.605 1.607 -1.077
I 2.189 -0.480 1.642
I 1.885 1.273 -1.585
I 0.719 -2.154 -1.149
H -1.378 0.498 1.577
H -1.774 -0.672 0.326
```

Properties
- gap between HOMO and LUMO (alpha / beta) (eV) = 6.9 / 7.2
- E_LUMO (alpha / beta) (eV) = -1.478 / -1.220
- HOMO level (alpha / beta) (eV) = -8.4 / -8.4

=====

Least stable: i

=====

i | Below is the molecule C2H5N3O2, with properties calculated with ωB97M-V/def2-TZVPD.

XYZ file:
```
12
Properties=species:S:1:pos:R:3
N -1.904 -0.566 0.326
C -0.540 -0.936 0.070
O -0.304 -2.115 -0.118
N 0.370 0.113 -0.095
N -0.047 1.431 0.090
C 1.704 -0.213 -0.038
O 2.304 -1.269 0.286
H -2.551 -1.316 -0.087
H -2.033 0.323 -0.435
H 0.292 2.050 -0.586
H 0.321 1.809 0.986
H 2.388 0.688 -0.397
```

Properties
- gap between HOMO and LUMO (eV) = 10.2
- E_LUMO (eV) = 0.456
- HOMO level (eV) = -9.7
- SMILES string = NC(=O)N(N)C=O

=====

ii | Below is the molecule C2H5N3O2, with properties calculated with ωB97M-V/def2-TZVPD.

XYZ file:
```
12
Properties=species:S:1:pos:R:3
H -0.430 1.514 0.874
N 0.444 1.284 0.457
C 0.411 0.026 0.141
C -0.849 -0.875 0.313
N -2.012 -0.564 -0.089
O -2.045 0.715 -0.597
N 1.496 -0.629 -0.408
O 2.661 0.168 -0.437
H -0.764 -1.872 0.727
H -2.927 0.723 -1.040
H 1.738 -1.457 0.060
H 2.276 0.967 -0.001
```

Properties
- gap between HOMO and LUMO (eV) = 10.2
- E_LUMO (eV) = 0.678
- HOMO level (eV) = -9.5
- SMILES string = [H]/N=C(\C=N/O)NO

=====

iii | Below is the molecule C2H5N3O2, with properties calculated with ωB97M-V/def2-TZVPD.

XYZ file:
```
12
Properties=species:S:1:pos:R:3
N -1.806 0.766 0.403
C -0.721 0.062 -0.169
C 0.534 0.832 -0.497
N 0.649 -0.225 0.487
N 1.407 -1.311 0.187
O 2.445 -1.165 -0.430
O 1.025 -2.414 0.531
H -2.814 0.406 0.397
H -1.555 1.102 1.348
H -1.026 -0.608 -0.860
H 1.159 0.706 -1.288
H 0.704 1.848 -0.110
```

Properties
- gap between HOMO and LUMO (eV) = 10.5
- E_LUMO (eV) = 0.533
- HOMO level (eV) = -10.0
- SMILES string = N[C@H]1CN1[N+](=O)[O-]

=====

iv | Below is a structure of composition C2H5N3O2, with properties calculated with ωB97M-V/def2-TZVPD.

XYZ file:
```
12
Properties=species:S:1:pos:R:3
C -0.069 -1.071 -0.175
C 0.567 0.086 -0.234
N -1.507 -1.159 -0.063
N -1.667 1.001 0.404
N 1.789 0.525 -0.301
O -0.614 1.497 -0.319
O -2.274 -0.039 -0.422
H 0.270 -1.974 0.161
H -1.962 -1.959 -0.533
H -2.353 1.755 0.193
H 1.938 0.924 -1.170
H 2.148 1.073 0.544
```

Properties
- gap between HOMO and LUMO (eV) = 9.2
- E_LUMO (eV) = 0.875
- HOMO level (eV) = -8.3

=====

Least stable: iv

=====

i | Below is a cluster of 2 separate species, CH6NS in total, with properties calculated with ωB97M-V/def2-TZVPD.

XYZ file:
```
9
Properties=species:S:1:pos:R:3
N -2.192 0.698 -0.385
H -1.716 -0.182 -0.586
H -1.810 1.005 0.510
H -1.811 1.350 -1.063
C 1.510 -0.711 0.339
S 1.447 0.920 -0.387
H 1.104 -1.479 -0.307
H 2.542 -0.928 0.616
H 0.927 -0.672 1.262
```

Properties
- expectation value of S² = 0.75
- gap between HOMO and LUMO (alpha / beta) (eV) = 10.3 / 7.0
- E_LUMO (alpha / beta) (eV) = 0.909 / -1.980
- HOMO level (alpha / beta) (eV) = -9.4 / -9.0
- spin multiplicity = 2

=====

ii | Below is a cluster of 2 separate species, CH6NS in total, with properties calculated with ωB97M-V/def2-TZVPD.

XYZ file:
```
9
Properties=species:S:1:pos:R:3
S 0.716 1.634 -4.381
H 1.099 2.218 -3.219
C 0.199 -0.176 0.998
N -1.076 -0.826 1.340
H 0.956 -0.970 1.006
H 0.179 0.372 0.064
H 0.488 0.517 1.790
H -0.898 -1.676 1.828
H -1.662 -1.092 0.575
```

Properties
- expectation value of S² = 0.75
- gap between HOMO and LUMO (alpha / beta) (eV) = 10.0 / 6.5
- E_LUMO (alpha / beta) (eV) = 0.839 / -2.568
- HOMO level (alpha / beta) (eV) = -9.1 / -9.1
- spin multiplicity = 2

=====

Least stable: ii